Entry from the Open Molecules 2025 dataset: the ion C9H15N2O with charge +1 in a non-equilibrium geometry (wB97M-V/def2-TZVPD).

Cartesian coordinates (Å):
C1 -1.072 2.537 -3.158
C2 0.469 2.340 -2.846
C3 0.718 0.811 -2.620
O1 -0.106 0.358 -1.519
C4 0.618 0.016 -0.370
N1 0.040 -1.298 0.122
C5 -0.159 -1.333 1.610
C6 0.527 -2.346 2.293
C7 0.356 -2.475 3.717
C8 -0.502 -1.465 4.252
C9 -1.101 -0.520 3.380
N2 -1.003 -0.391 2.043
H1 -1.531 1.614 -3.582
H2 -1.651 2.820 -2.249
H3 -1.167 3.348 -3.911
H4 0.769 2.859 -1.911
H5 1.026 2.682 -3.747
H6 1.791 0.525 -2.550
H7 0.322 0.297 -3.533
H8 0.517 0.830 0.380
H9 1.706 -0.154 -0.530
H10 -0.832 -1.537 -0.377
H11 0.713 -2.022 -0.162
H12 1.192 -3.042 1.748
H13 0.838 -3.254 4.327
H14 -0.699 -1.421 5.336
H15 -1.778 0.222 3.857

Atoms 1-2, force components in eV/Å:
C 0.40 0.38 0.20
C -0.87 -1.18 0.06

Values from the calculation:
E_LUMO ... -3.51 eV
ΔE to the lowest compared entry with this formula, charge and spin ... 40.1 kcal per mole
Multiplicity ... 1
Net charge ... +1
Total energy ... -14596.2266 eV

---

Entry from the Open Molecules 2025 dataset: a cluster of 2 separate species, C7H14N in total in a non-equilibrium geometry (wB97M-V/def2-TZVPD).

Cartesian coordinates (Å):
C1 -3.104 1.433 -0.381
C2 -1.643 -2.042 -0.184
C3 -1.935 0.593 0.205
C4 -1.664 -0.667 0.032
C5 2.120 1.456 0.227
C6 1.452 -0.852 1.005
C7 2.189 -0.001 0.197
N1 2.944 -0.417 -0.865
H1 -2.965 1.148 -1.477
H2 -3.163 2.473 -0.107
H3 -2.416 -2.559 -0.682
H4 -1.565 -2.474 0.775
H5 -1.275 1.225 0.673
H6 1.434 1.947 0.999
H7 3.090 1.893 0.401
H8 1.786 1.933 -0.668
H9 1.693 -2.048 1.058
H10 0.960 -0.592 1.852
H11 -3.990 0.921 -0.028
H12 3.365 -1.375 -0.871
H13 3.508 0.401 -1.329
H14 -0.817 -2.397 -0.832

Atoms 1-2, force components in eV/Å:
C 0.09 -3.00 -1.60
C 2.51 -0.77 -0.50

Values from the calculation:
E_LUMO (spin up / spin down) ... -6.08 / -6.08 eV
ΔE to the lowest compared entry with this formula, charge and spin ... 103.4 kcal per mole
Multiplicity ... 1
Net charge ... +1
Total energy ... -8964.5958 eV

---

Entry from the Open Molecules 2025 dataset: a structure of composition C47H52BFeGeN6P (wB97M-V/def2-TZVPD).

Cartesian coordinates (Å):
Fe1 0.169 -0.939 0.047
C1 2.128 -5.093 -3.101
C2 1.130 -4.475 -2.180
C3 -0.056 -5.017 -1.731
C4 -0.611 -4.042 -0.877
N1 0.204 -3.000 -0.820
N2 1.258 -3.253 -1.613
B1 2.370 -2.198 -1.829
N3 1.718 -0.920 -2.441
N4 0.420 -0.640 -2.192
C5 0.033 0.267 -3.083
C6 1.121 0.622 -3.901
C7 2.170 -0.162 -3.465
C8 3.567 -0.203 -3.986
C9 -1.380 0.626 -3.234
C10 -2.368 -0.204 -2.697
C11 -3.708 0.096 -2.872
C12 -4.087 1.222 -3.591
C13 -3.112 2.049 -4.131
C14 -1.769 1.752 -3.956
N5 3.026 -1.893 -0.460
N6 2.230 -1.824 0.619
C15 3.017 -1.764 1.693
C16 4.362 -1.725 1.279
C17 4.326 -1.827 -0.096
C18 5.465 -1.845 -1.061
C19 2.462 -1.863 3.048
C20 1.143 -2.289 3.233
C21 0.612 -2.425 4.504
C22 1.394 -2.151 5.619
C23 2.709 -1.744 5.447
C24 3.240 -1.603 4.174
C25 -1.875 -4.051 -0.134
C26 -2.169 -3.044 0.789
C27 -3.366 -3.035 1.482
C28 -4.302 -4.037 1.267
C29 -4.025 -5.044 0.354
C30 -2.824 -5.052 -0.339
H1 1.799 -6.099 -3.354
H2 3.112 -5.158 -2.634
H3 2.230 -4.520 -4.024
H4 -0.457 -5.983 -1.989
H5 3.191 -2.620 -2.586
H6 1.140 1.331 -4.712
H7 3.620 0.355 -4.919
H8 3.893 -1.228 -4.165
H9 4.264 0.245 -3.275
H10 -2.065 -1.086 -2.145
H11 -4.465 -0.556 -2.452
H12 -5.135 1.451 -3.740
H13 -3.399 2.928 -4.694
H14 -1.015 2.408 -4.375
H15 5.245 -1.671 1.894
H16 6.400 -1.970 -0.518
H17 5.513 -0.908 -1.618
H18 5.362 -2.657 -1.780
H19 0.555 -2.548 2.362
H20 -0.413 -2.756 4.624
H21 0.986 -2.271 6.615
H22 3.327 -1.539 6.312
H23 4.269 -1.284 4.057
H24 -1.438 -2.260 0.973
H25 -3.570 -2.243 2.194
H26 -5.240 -4.034 1.806
H27 -4.751 -5.826 0.176
H28 -2.628 -5.839 -1.056
C31 1.267 1.213 3.497
P1 0.481 0.861 1.871
C32 1.346 2.196 0.930
C33 2.136 1.809 -0.152
C34 2.903 2.742 -0.834
C35 2.896 4.070 -0.434
C36 2.097 4.466 0.631
C37 1.324 3.536 1.308
C38 -1.235 1.381 2.133
C39 -2.152 1.302 0.933
C40 -3.596 1.449 1.281
C41 -4.040 1.505 2.556
C42 -3.136 1.495 3.645
C43 -1.760 1.440 3.403
H29 0.980 0.465 4.236
H30 0.992 2.208 3.844
H31 2.345 1.167 3.355
H32 2.147 0.767 -0.456
H33 3.506 2.430 -1.678
H34 3.507 4.795 -0.956
H35 2.076 5.508 0.927
H36 0.687 3.852 2.126
H37 -2.028 0.278 0.490
H38 -4.285 1.463 0.444
H39 -5.103 1.578 2.757
H40 -3.506 1.532 4.660
H41 -1.088 1.441 4.254
C44 -1.716 4.941 1.815
Ge1 -2.100 4.195 0.023
C45 -3.987 4.502 -0.471
C46 -0.961 5.143 -1.278
C47 -1.751 2.260 -0.206
H42 -2.525 5.603 2.123
H43 -0.795 5.524 1.768
H44 -1.604 4.162 2.569
H45 -4.180 5.563 -0.633
H46 -4.659 4.142 0.309
H47 -4.210 3.963 -1.393
H48 -1.122 6.220 -1.200
H49 -1.194 4.836 -2.299
H50 0.095 4.939 -1.092
H51 -0.696 2.125 -0.447
H52 -2.308 1.992 -1.102

Atoms 1-2, force components in eV/Å:
Fe 0.73 -0.63 0.13
C 0.02 0.17 0.04

Values from the calculation:
E_LUMO (spin up / spin down) ... 0.65 / -0.58 eV
ΔE to the lowest compared entry with this formula, charge and spin ... 19.5 kcal per mole
Multiplicity ... 5
Net charge ... 0
Total energy ... -159394.2768 eV

---

Entry from the Open Molecules 2025 dataset: a structure of composition C9H8BrFO2S in a non-equilibrium geometry (wB97M-V/def2-TZVPD).

Cartesian coordinates (Å):
C1 -0.065 1.481 2.473
C2 1.272 0.987 2.424
C3 -1.072 0.892 1.720
C4 1.582 0.097 1.388
C5 -0.742 -0.054 0.715
C6 0.581 -0.310 0.679
C7 -0.511 -0.895 -3.202
C8 -0.375 -1.700 -2.109
C9 0.920 -1.677 -1.466
O1 0.164 -3.409 0.289
O2 2.565 -2.598 0.453
F1 1.896 -4.215 -1.205
S1 1.389 -2.947 -0.271
Br1 2.393 -0.872 -2.176
H1 -0.339 2.342 3.102
H2 2.202 1.261 2.968
H3 -2.016 1.395 1.701
H4 2.627 -0.252 1.151
H5 -1.417 -0.367 -0.070
H6 -1.495 -0.808 -3.674
H7 0.125 -0.079 -3.252
H8 -1.044 -2.456 -1.992

Atoms 1-2, force components in eV/Å:
C 1.13 -0.23 1.15
C 0.36 0.50 -0.59

Values from the calculation:
E_LUMO (spin up / spin down) ... 0.45 / -2.51 eV
Multiplicity ... 3
Net charge ... 0
Total energy ... -97146.5333 eV

---

Entry from the Open Molecules 2025 dataset: a structure of composition C9H13BF2MoN4S2Te4 (wB97M-V/def2-TZVPD).

Cartesian coordinates (Å):
Mo1 0.167 -0.238 -0.084
C1 -0.808 1.159 4.841
N1 -1.572 1.719 3.731
C2 -2.722 2.451 3.868
C3 -3.077 2.862 2.625
N2 -2.144 2.394 1.731
B1 -2.324 2.659 0.188
N3 -0.988 3.088 -0.491
C4 -0.412 4.322 -0.347
C5 0.650 4.400 -1.190
N4 0.723 3.201 -1.850
C6 1.660 2.873 -2.920
C7 -0.274 2.418 -1.406
S1 -0.614 0.801 -1.984
C8 -1.239 1.691 2.426
S2 0.267 1.019 1.847
H1 -1.501 0.838 5.613
H2 -0.133 1.909 5.249
H3 -0.232 0.304 4.498
H4 -3.184 2.612 4.826
H5 -3.916 3.450 2.298
H6 -2.741 1.663 -0.348
H7 -3.090 3.569 0.101
H8 -0.822 5.059 0.320
H9 1.341 5.201 -1.386
H10 2.395 3.669 -2.993
H11 1.123 2.796 -3.864
H12 2.166 1.935 -2.712
Te1 0.958 -2.666 -0.405
Te2 -0.933 -4.591 -0.503
Te3 -3.082 -3.334 0.188
Te4 -2.266 -0.883 0.691
F1 2.218 0.976 -0.494
C9 2.268 -0.120 0.384
F2 3.162 -0.983 -0.158
H13 2.666 0.214 1.341

Atoms 1-2, force components in eV/Å:
Mo 0.25 -0.11 0.04
C 0.06 -0.04 0.10

Values from the calculation:
E_LUMO (spin up / spin down) ... -9.14 / -9.15 eV
ΔE to the lowest compared entry with this formula, charge and spin ... 0.0 kcal per mole
Multiplicity ... 1
Net charge ... +2
Total energy ... -74301.5186 eV

---

Entry from the Open Molecules 2025 dataset: the ion C5H8N with charge +1 in a non-equilibrium geometry (wB97M-V/def2-TZVPD).

Cartesian coordinates (Å):
C1 -1.300 -1.059 0.792
C2 -0.348 -0.685 1.724
C3 -2.129 -1.619 -0.012
C4 -0.437 0.014 0.341
C5 1.593 1.505 -0.223
N1 0.913 0.138 -0.459
H1 -1.782 -1.942 -0.911
H2 -3.024 -2.023 0.313
H3 -0.950 0.914 0.129
H4 2.219 1.723 -1.043
H5 0.841 2.307 -0.085
H6 2.080 1.516 0.736
H7 1.480 -0.549 0.095
H8 0.845 -0.241 -1.398

Atoms 1-2, force components in eV/Å:
C 1.68 -0.23 1.94
C -0.69 0.86 -2.56

Values from the calculation:
E_LUMO ... -5.76 eV
ΔE to the lowest compared entry with this formula, charge and spin ... 154.7 kcal per mole
Multiplicity ... 1
Net charge ... +1
Total energy ... -6791.3806 eV

---

Entry from the Open Molecules 2025 dataset: the ion C3H2NO5S with charge -1 in a non-equilibrium geometry (wB97M-V/def2-TZVPD).

Cartesian coordinates (Å):
C1 -0.226 -0.570 -1.269
C2 -0.861 -0.995 0.994
C3 -0.611 0.100 2.028
N1 -0.013 -0.939 -0.074
O1 -1.141 0.146 3.109
O2 -1.649 -1.903 1.181
O3 -1.879 1.050 0.524
O4 -3.360 1.464 -1.356
O5 -1.282 -0.070 -1.805
S1 -2.688 0.446 -0.567
H1 0.630 -0.674 -1.954
H2 0.185 0.807 1.726

Atoms 1-2, force components in eV/Å:
C 0.73 -0.23 -0.03
C -0.36 -1.11 0.18

Values from the calculation:
E_LUMO ... 3.84 eV
ΔE to the lowest compared entry with this formula, charge and spin ... 17.3 kcal per mole
Multiplicity ... 1
Net charge ... -1
Total energy ... -25707.1893 eV

---

Entry from the Open Molecules 2025 dataset: a structure of composition C24H50N6O7PSrTe in a non-equilibrium geometry (wB97M-V/def2-TZVPD).

Cartesian coordinates (Å):
Sr1 -0.300 -0.112 0.388
C1 -2.940 2.739 1.713
C2 -2.359 3.039 0.335
O1 -1.061 2.507 0.136
C3 0.047 3.288 0.558
C4 0.333 3.151 2.049
O2 0.310 1.775 2.365
C5 0.254 1.509 3.757
C6 -0.043 0.022 3.951
O3 -1.047 -0.451 3.070
C7 -2.388 -0.393 3.508
C8 -3.007 0.986 3.314
O4 -2.752 1.371 1.979
H1 -4.006 3.000 1.712
H2 -2.456 3.344 2.489
H3 -2.364 4.120 0.168
H4 -2.981 2.563 -0.425
H5 -0.099 4.342 0.304
H6 0.898 2.905 -0.011
H7 -0.415 3.686 2.643
H8 1.313 3.591 2.273
H9 -0.519 2.137 4.213
H10 1.209 1.758 4.235
H11 -0.316 -0.165 4.993
H12 0.849 -0.550 3.698
H13 -2.475 -0.694 4.557
H14 -2.920 -1.120 2.890
H15 -2.572 1.715 4.008
H16 -4.084 0.940 3.514
C9 2.778 1.088 -4.071
N1 3.318 1.115 -2.721
C10 4.469 1.986 -2.519
C11 4.626 1.987 -1.014
N2 3.277 1.684 -0.554
C12 3.209 1.270 0.832
C13 2.603 0.990 -1.549
N3 1.507 0.357 -1.309
C14 0.944 -0.558 -2.282
C15 -0.313 -0.051 -2.984
N4 -1.472 -0.028 -2.105
C16 -2.642 0.160 -2.622
N5 -3.033 0.545 -3.906
C17 -2.324 0.333 -5.158
C18 -4.477 0.349 -4.038
C19 -4.967 0.435 -2.606
N6 -3.780 0.039 -1.878
C20 -3.856 -0.220 -0.467
H17 3.220 1.911 -4.634
H18 1.701 1.226 -4.080
H19 3.023 0.157 -4.584
H20 4.252 2.991 -2.899
H21 5.347 1.600 -3.037
H22 4.971 2.941 -0.618
H23 5.325 1.204 -0.691
H24 3.568 2.093 1.452
H25 3.842 0.395 1.021
H26 2.202 1.017 1.139
H27 0.672 -1.490 -1.769
H28 1.685 -0.849 -3.028
H29 -0.474 -0.732 -3.823
H30 -0.113 0.951 -3.385
H31 -1.355 0.816 -5.162
H32 -2.922 0.794 -5.943
H33 -2.207 -0.727 -5.408
H34 -4.691 -0.638 -4.467
H35 -4.908 1.111 -4.684
H36 -5.800 -0.237 -2.404
H37 -5.269 1.457 -2.339
H38 -4.718 0.311 -0.059
H39 -2.981 0.157 0.052
H40 -3.970 -1.286 -0.254
C21 -0.019 -5.264 3.647
C22 1.059 -5.042 2.608
O5 1.408 -3.643 2.552
P1 1.045 -2.792 1.246
O6 1.346 -1.364 1.573
Te1 -1.147 -3.160 0.408
O7 2.041 -3.309 0.080
C23 3.455 -3.078 0.213
C24 4.160 -4.284 0.799
H41 -0.260 -6.324 3.715
H42 -0.921 -4.720 3.368
H43 0.320 -4.916 4.623
H44 0.712 -5.380 1.628
H45 1.973 -5.580 2.859
H46 3.622 -2.186 0.823
H47 3.813 -2.874 -0.797
H48 3.846 -4.447 1.829
H49 5.239 -4.128 0.789
H50 3.932 -5.172 0.210

Atoms 1-2, force components in eV/Å:
Sr -0.93 1.08 0.41
C 0.08 0.08 -0.04

Values from the calculation:
E_LUMO ... -1.69 eV
ΔE to the lowest compared entry with this formula, charge and spin ... 6.6 kcal per mole
Multiplicity ... 1
Net charge ... +1
Total energy ... -66390.1975 eV

---

Entry from the Open Molecules 2025 dataset: a cluster of 2 separate species, C3H5N3O in total (wB97M-V/def2-TZVPD).

Cartesian coordinates (Å):
O1 -2.624 0.865 -0.339
C1 -1.698 -0.114 0.053
C2 -0.321 0.307 -0.300
N1 0.343 1.128 -0.833
N2 2.392 0.559 -0.131
C3 1.907 -0.568 0.179
N3 0.849 -1.191 0.441
H1 -2.371 1.165 -1.223
H2 -1.890 -1.099 -0.394
H3 -1.762 -0.219 1.139
H4 2.930 0.701 -0.974
H5 2.268 -1.635 0.537

Atoms 1-2, force components in eV/Å:
O -0.14 0.01 -0.24
C 0.12 -0.22 0.15

Values from the calculation:
E_LUMO (spin up / spin down) ... -0.80 / -0.80 eV
ΔE to the lowest compared entry with this formula, charge and spin ... 141.5 kcal per mole
Multiplicity ... 1
Net charge ... 0
Total energy ... -9704.4469 eV

---

Entry from the Open Molecules 2025 dataset: a structure of composition C36H51MoN4O2SSe in a non-equilibrium geometry (wB97M-V/def2-TZVPD).

Cartesian coordinates (Å):
Mo1 0.013 0.000 -0.010
C1 4.164 6.301 0.045
C2 3.183 5.873 -1.063
C3 3.877 5.966 -2.435
C4 1.985 6.821 -1.047
C5 2.779 4.430 -0.808
C6 1.470 4.060 -0.575
C7 1.189 2.712 -0.332
N1 -0.011 2.105 -0.066
C8 -1.248 2.685 0.141
C9 -1.578 4.012 0.405
C10 -2.912 4.358 0.501
C11 -3.887 3.357 0.281
C12 -3.617 2.002 0.073
C13 -2.277 1.696 0.081
O1 -1.741 0.430 -0.021
C14 -4.711 0.960 -0.180
C15 -4.648 -0.137 0.891
C16 -6.105 1.592 -0.140
C17 -4.497 0.354 -1.576
C18 -3.300 5.791 0.847
C19 -2.603 6.766 -0.115
C20 -4.813 6.019 0.776
C21 -2.830 6.070 2.286
C22 2.237 1.740 -0.409
O2 1.730 0.485 -0.278
C23 3.564 2.068 -0.639
C24 3.782 3.429 -0.805
C25 4.742 1.095 -0.715
C26 5.451 1.279 -2.069
C27 5.714 1.431 0.431
C28 4.334 -0.374 -0.586
H1 4.433 7.349 -0.100
H2 5.088 5.719 0.027
H3 3.711 6.201 1.034
H4 4.167 7.000 -2.622
H5 3.207 5.650 -3.238
H6 4.782 5.355 -2.483
H7 2.333 7.835 -1.242
H8 1.486 6.832 -0.073
H9 1.255 6.576 -1.825
H10 0.684 4.793 -0.631
H11 -0.817 4.761 0.551
H12 -4.922 3.659 0.287
H13 -4.807 0.280 1.888
H14 -3.694 -0.671 0.882
H15 -5.439 -0.866 0.705
H16 -6.330 2.025 0.838
H17 -6.850 0.820 -0.334
H18 -6.228 2.361 -0.905
H19 -3.521 -0.126 -1.675
H20 -4.582 1.119 -2.351
H21 -5.262 -0.402 -1.766
H22 -2.827 6.527 -1.158
H23 -1.517 6.772 0.015
H24 -2.959 7.777 0.082
H25 -5.204 5.851 -0.231
H26 -5.030 7.054 1.038
H27 -5.360 5.386 1.479
H28 -1.748 5.956 2.387
H29 -3.318 5.400 2.999
H30 -3.088 7.096 2.555
H31 4.801 3.748 -0.977
H32 5.864 2.282 -2.186
H33 4.770 1.090 -2.902
H34 6.281 0.574 -2.142
H35 6.075 2.459 0.374
H36 6.581 0.772 0.380
H37 5.238 1.292 1.406
H38 3.645 -0.684 -1.375
H39 3.891 -0.594 0.389
H40 5.233 -0.984 -0.680
S1 -0.639 -0.833 4.393
C29 0.552 0.373 4.174
C30 0.887 0.471 2.871
N2 0.200 -0.425 2.058
C31 -0.653 -1.162 2.752
H41 0.948 0.938 5.005
H42 1.635 1.126 2.453
H43 -1.278 -1.923 2.307
C32 2.156 -4.332 0.932
N3 0.851 -4.782 0.426
C33 0.348 -6.061 0.540
C34 -0.865 -6.067 -0.060
N4 -1.092 -4.791 -0.532
C35 -2.291 -4.357 -1.267
C36 -0.043 -4.026 -0.217
Se1 0.258 -2.290 -0.870
H44 2.716 -5.203 1.254
H45 2.021 -3.660 1.775
H46 2.703 -3.828 0.140
H47 0.890 -6.853 1.028
H48 -1.576 -6.864 -0.192
H49 -2.899 -5.230 -1.473
H50 -2.001 -3.895 -2.206
H51 -2.863 -3.653 -0.669

Atoms 1-2, force components in eV/Å:
Mo -0.61 -2.45 1.72
C 0.02 -0.05 0.02

Values from the calculation:
E_LUMO (spin up / spin down) ... -10.57 / -11.14 eV
Multiplicity ... 3
Net charge ... +3
Total energy ... -126228.4446 eV